18
Properties=species:S:1:pos:R:3:mulliken_charge:R:1 method="wB97M-V/def2-TZVPD" total_charge=0 e_tot_ha=-418.39598 homo_lumo_gap_ev=9.97 smiles="CC(N)=O.CC(N)=O" de_lowest_ev=1.7684
C 1.985 1.086 2.536 -0.88
C 0.628 1.329 1.921 0.65
N 0.417 1.273 0.543 -0.39
O -0.287 1.655 2.663 -0.60
H 2.296 1.587 3.405 0.32
H 2.731 1.309 1.688 0.24
H 2.193 -0.071 2.777 0.20
H -0.546 1.126 0.354 0.26
H 1.070 0.908 -0.095 0.20
C 0.173 -1.461 -2.920 -0.93
C -0.726 -1.161 -1.848 0.70
N -1.302 -2.234 -1.059 -0.41
O -1.180 -0.081 -1.556 -0.63
H 0.677 -2.401 -2.828 0.36
H 0.773 -0.498 -3.277 0.26
H -0.557 -1.488 -3.906 0.25
H -1.939 -1.921 -0.282 0.24
H -1.128 -3.179 -1.220 0.15

---

18
Properties=species:S:1:pos:R:3:mulliken_charge:R:1 method="wB97M-V/def2-TZVPD" total_charge=0 e_tot_ha=-418.13000 homo_lumo_gap_ev=3.91 de_lowest_ev=9.0059
N -2.028 -0.170 -1.281 -0.35
C -0.893 0.294 -0.748 -0.15
C -1.073 -0.428 0.575 0.39
C -0.007 -0.174 1.600 -1.22
O -2.247 0.193 1.212 -0.56
C 2.352 0.628 -0.758 0.00
N 2.354 -0.714 -0.722 -0.62
O 1.485 1.444 -0.244 -0.59
H -0.897 1.380 -0.697 0.33
H -3.018 0.134 0.567 0.35
H 0.023 -0.040 -1.205 0.30
H -1.221 -1.524 0.460 0.17
H -0.329 -0.647 2.570 0.38
H 0.199 0.946 1.690 0.27
H 0.898 -0.837 1.385 0.32
H -2.041 -0.582 -2.219 0.30
H 3.319 -1.038 -0.856 0.22
H 3.125 1.135 -1.330 0.45

---

18
Properties=species:S:1:pos:R:3:lowdin_spin:R:1 method="wB97M-V/def2-TZVPD" total_charge=+1 e_tot_ha=-418.08352 homo_lumo_gap_ev="8.36 / 3.41" spin_multiplicity=2 de_lowest_ev=1.4796
C 0.498 1.838 0.929 0.07
C 1.030 1.571 2.309 0.09
O 2.139 1.777 2.743 0.71
N 0.045 1.262 3.258 0.11
H 0.112 1.655 4.211 0.00
H -0.912 1.276 2.925 0.01
H 1.002 1.246 0.142 0.00
H 0.693 2.914 0.798 0.00
H -0.545 1.583 0.773 0.01
C -1.048 -2.151 -1.202 0.00
C -0.392 -1.057 -2.014 0.00
O -0.463 0.114 -1.669 0.00
N 0.224 -1.436 -3.147 0.00
H -0.260 -2.765 -0.779 0.00
H -1.586 -2.875 -1.804 0.00
H 0.897 -0.861 -3.620 0.00
H 0.189 -2.400 -3.434 0.00
H -1.623 -1.691 -0.420 0.00

---

19
Properties=species:S:1:pos:R:3:mulliken_charge:R:1 method="wB97M-V/def2-TZVPD" total_charge=0 e_tot_ha=-816.48214 homo_lumo_gap_ev=10.80 smiles="[H]/N=C(/C)O[S@@](C)(=O)=NC" de_lowest_ev=2.2680
H -0.407 1.974 -0.508 0.24
N -1.366 1.770 -0.159 -0.65
C -1.577 0.520 -0.157 0.72
C -2.993 0.019 -0.060 -0.94
O -0.759 -0.561 -0.421 -0.28
S 0.926 -0.753 -0.209 0.94
C 0.737 -1.762 1.286 -0.97
O 1.324 -1.500 -1.363 -0.60
N 1.697 0.401 0.281 -0.31
C 2.338 1.340 -0.656 -0.94
H -2.891 -0.985 0.347 0.26
H -3.278 0.761 0.679 0.32
H -3.670 0.075 -0.960 0.23
H 1.644 -1.630 1.892 0.34
H -0.079 -1.566 1.954 0.34
H 0.594 -2.857 0.946 0.32
H 2.184 2.394 -0.545 0.34
H 3.466 1.257 -0.650 0.28
H 2.110 1.103 -1.698 0.34

---

19
Properties=species:S:1:pos:R:3:lowdin_spin:R:1 method="wB97M-V/def2-TZVPD" total_charge=0 e_tot_ha=-816.35846 homo_lumo_gap_ev="8.26 / 6.25" spin_multiplicity=3 de_lowest_ev=0.0000
C -3.190 -0.791 0.082 0.07
C 2.893 -1.079 0.349 0.01
C 1.597 -0.240 0.524 0.01
C 1.249 0.723 -0.500 0.15
N -0.990 2.578 -0.905 0.28
N -3.795 -1.884 -0.215 0.48
O -1.966 -0.447 0.095 0.44
O -0.161 2.142 1.358 0.16
S -0.391 1.570 0.048 0.32
H -3.895 -0.017 0.387 0.04
H 2.632 -1.897 -0.394 0.00
H 3.642 -0.601 -0.315 0.00
H 3.242 -1.465 1.289 0.00
H 1.362 0.087 1.601 0.00
H 0.754 -1.053 0.525 0.00
H 1.958 1.475 -0.519 0.01
H 0.998 0.376 -1.499 0.00
H -1.137 2.460 -1.845 0.01
H -4.803 -1.939 -0.067 0.02

---

19
Properties=species:S:1:pos:R:3:mulliken_charge:R:1 method="wB97M-V/def2-TZVPD" total_charge=0 e_tot_ha=-493.50623 homo_lumo_gap_ev=10.14 smiles="CO[C@@](C)(N)C[N+](=O)[O-]" de_lowest_ev=4.8676
C -1.287 1.671 -0.500 -0.71
O -0.585 0.527 -0.938 -0.44
C 0.536 -0.081 -0.021 1.62
C 1.514 -0.673 -1.043 -1.75
N 1.213 0.942 0.719 -0.64
C -0.051 -1.194 0.823 -1.09
N -1.620 -1.123 0.687 0.99
O -2.213 -0.568 1.615 -0.54
O -2.122 -1.858 -0.163 -0.56
H -1.746 2.154 -1.370 0.27
H -0.640 2.418 -0.024 0.31
H -2.097 1.408 0.186 0.26
H 1.012 -1.452 -1.627 0.41
H 1.847 0.089 -1.756 0.41
H 2.391 -1.114 -0.557 0.37
H 1.741 0.600 1.516 0.22
H 1.723 1.567 0.099 0.24
H 0.196 -2.198 0.468 0.33
H 0.189 -1.114 1.886 0.32

---

19
Properties=species:S:1:pos:R:3:mulliken_charge:R:1 method="wB97M-V/def2-TZVPD" total_charge=0 e_tot_ha=-493.37401 homo_lumo_gap_ev="8.29 / 6.96" de_lowest_ev=8.4658
C 2.015 -1.164 -1.036 -1.25
C 0.466 -0.965 -0.919 -0.55
C 0.032 0.412 -0.577 0.31
C -0.578 0.726 0.748 -0.57
N -0.494 1.906 1.342 -0.26
N -1.750 -0.001 1.188 1.18
O -2.284 0.495 2.164 -0.77
O -2.062 -1.015 0.571 -0.58
O -1.165 0.868 -1.255 -0.61
H 2.303 -2.204 -1.326 0.36
H 2.461 -0.590 -1.986 0.30
H 2.655 -0.893 -0.158 0.30
H 0.074 -1.517 0.011 0.40
H 0.057 -1.125 -1.873 0.28
H 0.776 1.186 -0.810 0.50
H 0.368 -0.889 1.625 0.05
H 0.164 2.718 1.304 0.20
H -1.273 1.927 2.071 0.31
H -1.768 0.125 -1.084 0.40

---

18
Properties=species:S:1:pos:R:3:mulliken_charge:R:1 method="wB97M-V/def2-TZVPD" total_charge=+1 e_tot_ha=-684.15825 homo_lumo_gap_ev=10.28 de_lowest_ev=2.0629
C -0.750 -1.619 0.644 0.51
C 0.159 1.486 -1.454 -0.75
C 1.225 0.453 -1.465 -0.07
C 0.698 0.899 -0.152 0.11
N -0.859 -0.480 0.125 -0.40
N 0.979 1.388 0.995 -0.25
O 0.451 -2.099 1.061 -0.48
P -2.107 -2.811 0.938 -0.11
H 0.373 2.423 -1.844 0.35
H -0.819 1.065 -1.521 0.24
H 1.030 -0.575 -1.804 0.24
H 2.233 0.772 -1.730 0.28
H -1.770 -0.024 0.037 0.24
H 1.286 -1.720 0.590 0.36
H 0.580 2.317 1.225 0.27
H 1.511 0.933 1.658 0.23
H -1.236 -3.952 0.710 0.12
H -2.510 -2.388 -0.416 0.09

---

18
Properties=species:S:1:pos:R:3:mulliken_charge:R:1 method="wB97M-V/def2-TZVPD" total_charge=0 e_tot_ha=-741.30511 homo_lumo_gap_ev=9.67 smiles="NCNC(=O)CCS" de_lowest_ev=1.9833
N 0.230 2.081 2.813 -0.47
C -0.220 2.457 1.390 -0.54
N 0.594 1.694 0.415 -0.17
C 0.318 0.471 -0.236 0.47
O 1.227 0.194 -0.973 -0.63
C -0.909 -0.327 -0.065 -0.40
C -0.604 -1.818 -0.037 -0.62
S -0.288 -2.357 -1.799 -0.23
H 0.080 1.109 2.963 0.21
H 0.967 2.566 3.137 0.19
H -0.122 3.562 1.134 0.32
H -1.292 2.197 1.152 0.33
H 1.484 2.048 0.148 0.20
H -1.415 -0.098 0.889 0.32
H -1.462 -0.054 -1.033 0.24
H -1.599 -2.254 0.338 0.29
H 0.000 -2.300 0.830 0.33
H 0.877 -1.728 -1.903 0.16

---

17
Properties=species:S:1:pos:R:3:mulliken_charge:R:1 method="wB97M-V/def2-TZVPD" total_charge=0 e_tot_ha=-666.05503 homo_lumo_gap_ev=9.30 smiles="C/C(CCS)=N/N" de_lowest_ev=1.3042
C -1.217 -1.352 -0.744 -1.18
C -0.775 -0.072 -0.072 0.62
C 0.227 -0.287 0.952 -0.66
C 1.641 -0.589 0.382 -0.64
S 2.434 0.738 -0.525 -0.22
N -1.303 1.038 -0.436 -0.40
N -0.980 2.246 0.153 -0.50
H -1.554 -1.982 0.065 0.30
H -2.101 -1.045 -1.274 0.38
H -0.501 -1.957 -1.353 0.26
H -0.109 -1.088 1.587 0.36
H 0.324 0.558 1.615 0.36
H 1.685 -1.432 -0.305 0.34
H 2.308 -0.778 1.215 0.37
H 1.456 0.671 -1.456 0.14
H -1.483 2.971 -0.362 0.24
H -0.050 2.360 0.557 0.24

---

17
Properties=species:S:1:pos:R:3:mulliken_charge:R:1 method="wB97M-V/def2-TZVPD" total_charge=0 e_tot_ha=-666.09565 homo_lumo_gap_ev=8.73 smiles="CNC(=S)N(C)C" de_lowest_ev=0.1987
C 2.657 -0.439 0.009 -0.98
N 1.251 -0.557 -0.035 -0.19
C 0.406 0.558 -0.031 0.20
S 1.006 2.110 -0.086 -0.35
N -0.944 0.273 0.014 0.11
C -1.879 1.323 0.064 -1.07
C -1.447 -1.093 -0.130 -1.02
H 2.930 0.100 0.896 0.38
H 3.083 0.086 -0.832 0.30
H 3.064 -1.463 0.011 0.32
H 0.884 -1.382 0.406 0.21
H -1.594 2.085 0.837 0.33
H -1.930 1.796 -0.911 0.36
H -2.862 0.944 0.318 0.36
H -1.135 -1.599 0.774 0.33
H -0.972 -1.657 -0.975 0.34
H -2.518 -1.087 -0.331 0.36

---

17
Properties=species:S:1:pos:R:3:mulliken_charge:R:1 method="wB97M-V/def2-TZVPD" total_charge=+1 e_tot_ha=-322.38813 homo_lumo_gap_ev=10.60 de_lowest_ev=1.9714
C 0.385 -1.607 0.657 -0.47
C 1.573 -1.338 -0.026 -0.04
C -0.223 -0.310 0.797 -0.32
C 0.339 1.991 0.282 -0.76
N 0.590 0.602 0.396 0.28
N -2.100 -0.518 -0.706 -0.72
N 1.649 0.001 -0.218 -0.26
H 0.129 -2.596 0.926 0.40
H 2.347 -2.054 -0.457 0.41
H -1.101 -0.100 1.383 0.42
H -0.457 1.967 -0.425 0.36
H 0.126 2.428 1.177 0.32
H 1.235 2.434 -0.127 0.32
H -2.811 -1.221 -0.902 0.24
H -2.731 0.299 -0.804 0.25
H 2.478 0.613 -0.470 0.29
H -1.427 -0.592 -1.482 0.27

---

18
Properties=species:S:1:pos:R:3:mulliken_charge:R:1 method="wB97M-V/def2-TZVPD" total_charge=+1 e_tot_ha=-397.60550 homo_lumo_gap_ev=9.76 smiles="C=N[C@H](N)/[NH+]=C(/C)O" de_lowest_ev=2.0072
C 3.030 0.716 -0.301 -0.18
N 1.992 0.203 -0.778 -0.55
C 0.740 -0.422 0.336 0.03
N 0.380 -1.795 0.200 -0.59
N -0.288 0.487 0.001 -0.10
C -1.518 0.293 0.189 0.65
C -2.616 1.181 -0.310 -1.05
O -1.950 -0.873 0.683 -0.42
H 3.817 1.113 -0.921 0.30
H 3.362 0.663 0.791 0.20
H 1.136 -0.126 1.368 0.43
H 1.006 -2.395 0.722 0.25
H 0.081 -1.958 -0.751 0.24
H 0.117 1.136 -0.654 0.32
H -2.508 1.617 -1.453 0.33
H -2.606 2.040 0.401 0.32
H -3.551 0.679 -0.133 0.34
H -1.136 -1.331 1.016 0.47

---

18
Properties=species:S:1:pos:R:3:mulliken_charge:R:1 method="wB97M-V/def2-TZVPD" total_charge=+1 e_tot_ha=-397.57203 homo_lumo_gap_ev=9.09 smiles="CN1C[C@@]([NH3+])(O)C=N1" de_lowest_ev=2.9180
C -2.596 -0.290 -0.194 -0.72
N -1.229 0.124 -0.036 0.67
C -0.108 -0.744 -0.527 -0.93
C 1.194 0.144 -0.293 0.75
N 1.705 -0.235 1.192 -0.41
O 2.117 0.040 -1.281 -0.48
C 0.441 1.471 0.024 -0.69
N -0.808 1.277 0.226 -0.68
H -3.349 0.155 0.445 0.31
H -2.831 -0.261 -1.398 0.27
H -2.562 -1.378 0.099 0.27
H -0.063 -1.060 -1.668 0.29
H -0.180 -1.782 0.014 0.32
H 1.981 -1.208 1.512 0.34
H 0.926 0.002 1.752 0.41
H 2.447 0.405 1.542 0.37
H 2.109 0.904 -1.664 0.41
H 0.805 2.436 0.254 0.50